1.
C13H15NSZn | wB97M-V/def2-TZVPD

As for the HOMO-LUMO gap (spin up / spin down): 4.3 / 5.6 eV. The net charge is -2. Its LUMO energy (spin up / spin down) is 5.281 / 5.239 eV. The HOMO energy (spin up / spin down) is 0.9402 / -0.3657 eV.

Last column: Mulliken charge in e.
Positions of all 31 atoms, in Å:
C -0.696 1.147 -2.278  -0.38
C 0.682 1.015 -1.933  -1.07
C 0.862 1.608 -0.613  -0.57
C -0.416 2.221 -0.258  -0.42
C -1.358 1.880 -1.238  -0.48
Zn 0.381 -0.557 0.024  0.44
N -1.888 -0.253 1.385  -0.63
C 0.314 -2.260 -0.564  -0.45
C 1.671 -2.410 -1.009  -0.94
H 1.821 1.882 -0.176  0.67
H 1.469 0.547 -2.521  0.61
H -0.586 2.823 0.629  0.37
H -2.417 2.162 -1.243  0.34
H -1.163 0.786 -3.202  0.34
H 1.888 -1.915 -2.041  0.22
H -0.217 -2.659 0.381  0.28
H -2.291 -0.616 0.269  0.00
H 2.374 -2.444 -0.102  0.24
H -0.602 -2.226 -1.230  0.26
S 1.942 -0.064 1.884  -0.62
C 0.831 -0.389 3.127  0.63
C 1.209 -1.336 4.105  -0.71
C 0.360 -1.644 5.136  -0.32
C -0.892 -0.998 5.250  -0.39
C -1.253 -0.024 4.301  -0.40
C -0.412 0.265 3.256  -0.32
H 2.195 -1.806 3.997  0.30
H 0.648 -2.399 5.880  0.26
H -1.573 -1.262 6.060  0.31
H -2.219 0.477 4.379  0.31
H -0.718 0.947 2.455  0.14

Cartesian forces (eV/Å) of the 2 atoms listed first:
0.28 0.43 0.24
-0.91 0.30 0.95

2.
C30H51N11O20S2 | wB97M-V/def2-TZVPD

As for the HOMO-LUMO gap: 7.6 eV. Its LUMO energy is -0.194 eV. The HOMO energy is -7.8437 eV.

Last column: Mulliken charge in e.
Positions of all 114 atoms, in Å:
C 1.214 -0.994 -0.514  0.89
N 0.280 -0.144 0.252  0.36
O 0.181 1.019 -0.092  -0.12
O -0.272 -0.656 1.209  0.38
H 0.672 -1.463 -1.331  0.11
H 1.603 -1.765 0.140  -0.80
H 2.061 -0.405 -0.847  -0.44
C 1.694 1.037 -4.492  -0.55
N 2.048 1.651 -3.186  0.96
O 3.158 1.421 -2.738  -0.49
O 1.233 2.392 -2.683  -0.56
H 2.054 0.011 -4.464  0.05
H 2.230 1.605 -5.248  0.34
H 0.620 1.087 -4.613  0.22
C -3.464 -2.986 -0.579  -0.57
N -2.636 -2.315 -1.631  0.85
O -2.699 -2.735 -2.760  -0.54
O -1.919 -1.393 -1.270  -0.27
H -4.494 -2.707 -0.775  0.29
H -3.090 -2.678 0.389  0.04
H -3.336 -4.053 -0.736  0.33
C 2.169 -4.722 1.089  -0.66
N 1.063 -4.731 0.089  1.07
O 0.042 -5.322 0.373  -0.59
O 1.239 -4.092 -0.929  -0.55
H 3.070 -5.095 0.615  0.28
H 1.865 -5.341 1.924  0.30
H 2.276 -3.685 1.392  0.07
C 2.825 3.275 0.308  0.00
N 3.095 2.592 1.610  0.82
O 4.179 2.745 2.120  -0.60
O 2.190 1.928 2.089  -0.31
H 3.314 2.722 -0.487  0.08
H 3.184 4.292 0.414  0.34
H 1.751 3.249 0.153  -0.19
C 2.399 -0.755 3.669  -0.45
N 3.572 -1.245 2.899  0.87
O 4.514 -1.613 3.565  -0.62
O 3.551 -1.264 1.682  -0.34
H 1.633 -0.364 3.017  -0.08
H 2.805 -0.040 4.374  0.35
H 2.038 -1.620 4.225  0.31
C 6.073 -0.194 -2.158  -0.33
C 5.101 -0.816 -1.166  0.49
O 4.547 -1.976 -1.871  -0.20
S 5.248 -2.226 -3.255  1.14
O 4.475 -1.691 -4.316  -0.52
O 5.712 -3.553 -3.314  -0.62
O 6.498 -1.265 -2.985  -0.40
H 6.914 0.298 -1.681  0.37
H 5.541 0.561 -2.742  0.22
H 4.253 -0.185 -0.921  -0.53
H 5.530 -1.249 -0.266  0.35
C -1.646 -2.386 5.604  -0.48
C -1.798 -3.930 5.565  -0.41
O -1.369 -4.344 4.261  -0.39
S -1.381 -3.132 3.232  0.90
O -2.661 -3.036 2.626  -0.65
O -0.231 -3.232 2.436  -0.36
O -1.190 -1.988 4.303  0.08
H -0.853 -2.119 6.296  0.32
H -2.578 -1.889 5.852  0.33
H -2.821 -4.245 5.764  0.28
H -1.149 -4.430 6.280  0.28
N -3.054 1.412 -1.995  0.88
C -4.193 1.911 -2.547  -0.68
C -3.840 2.802 -3.522  -0.69
C -2.415 2.807 -3.598  -1.01
C -1.956 1.937 -2.636  -0.40
H -2.921 0.645 -1.356  -0.22
H -5.172 1.554 -2.275  0.54
H -4.519 3.305 -4.189  0.46
H -1.784 3.418 -4.224  0.48
H -0.999 1.711 -2.196  0.47
N -0.645 1.227 3.663  0.93
C -0.971 1.254 4.984  -0.69
C -1.181 2.566 5.339  -0.83
C -0.982 3.353 4.171  -0.91
C -0.629 2.496 3.155  -0.70
H -0.455 0.409 3.113  -0.19
H -0.973 0.365 5.588  0.41
H -1.523 2.969 6.278  0.44
H -1.138 4.414 4.077  0.49
H -0.365 2.658 2.130  0.86
N -0.331 -2.263 -5.584  0.07
C 0.704 -2.974 -6.154  -0.70
C 1.704 -3.049 -5.216  -0.90
C 1.224 -2.451 -4.028  0.30
C -0.018 -1.923 -4.295  -1.09
H -1.207 -2.091 -6.040  0.21
H 0.660 -3.226 -7.199  0.42
H 2.674 -3.490 -5.366  0.42
H 1.797 -2.375 -3.117  0.53
H -0.717 -1.416 -3.655  0.78
N -4.942 -0.357 1.901  0.13
C -3.636 0.049 1.727  -0.70
C -3.664 1.328 1.251  0.00
C -5.032 1.689 1.083  -1.11
C -5.788 0.622 1.490  -0.71
H -5.216 -1.175 2.415  0.24
H -2.877 -0.630 2.070  0.28
H -2.785 1.918 1.042  0.87
H -5.371 2.587 0.595  0.52
H -6.858 0.510 1.531  0.45
N -1.577 4.857 -1.251  0.26
C -0.704 4.570 -0.253  0.05
C -0.577 5.685 0.541  -0.72
C -1.429 6.681 -0.015  -0.90
C -2.054 6.127 -1.095  -0.50
H -1.906 4.179 -1.923  0.24
H -0.232 3.610 -0.131  0.14
H 0.062 5.741 1.406  0.49
H -1.586 7.681 0.356  0.40
H -2.727 6.559 -1.815  0.44

Cartesian forces (eV/Å) of the 2 atoms listed first:
0.45 -0.61 -0.05
0.67 0.32 0.05

3.
C4H15NO3 | wB97M-V/def2-TZVPD

As for the HOMO-LUMO gap: 9.7 eV. Its SMILES is C=C(C)NC.O.O.O. Its LUMO energy is 0.500 eV. The HOMO energy is -9.2357 eV.

Last column: Mulliken charge in e.
Positions of all 23 atoms, in Å:
C -0.083 -1.703 -1.123  -1.06
C 0.408 -0.586 -0.508  0.87
C 0.076 0.768 -0.970  -1.17
N 1.397 -0.590 0.459  -0.40
C 0.937 0.208 1.692  -0.76
H -0.636 -1.499 -2.175  0.20
H 0.381 -2.648 -0.896  0.33
H -0.753 1.114 -0.320  0.10
H 0.842 1.490 -0.800  0.39
H -0.276 0.771 -2.131  0.32
H 1.538 -1.538 0.732  0.24
H 0.465 1.158 1.424  0.34
H 0.135 -0.427 2.251  0.30
H 1.884 0.389 2.376  0.27
O -3.454 1.831 -0.060  -0.65
H -3.484 0.946 0.347  0.34
H -2.828 1.747 -0.805  0.31
O -2.200 -0.646 0.807  -0.64
H -1.627 -1.219 0.224  0.41
H -2.976 -1.270 0.833  0.33
O 3.449 0.974 -0.493  -0.71
H 2.650 0.419 -0.292  0.37
H 4.156 0.313 -0.571  0.27

Cartesian forces (eV/Å) of the 2 atoms listed first:
-0.14 2.08 -2.08
0.12 -1.23 -2.22

4.
C3H12N2O | wB97M-V/def2-TZVPD

As for the HOMO-LUMO gap: 10.4 eV. Its SMILES is C[C@H](N)CN.O. Its LUMO energy is 0.975 eV. The HOMO energy is -9.4392 eV.

Last column: Mulliken charge in e.
Positions of all 18 atoms, in Å:
C -1.954 1.614 0.201  -1.31
C -1.324 0.437 0.963  0.33
N -0.596 0.838 2.181  -0.65
C -0.346 -0.301 0.047  -0.83
N 0.188 -1.585 0.496  -0.67
H -2.769 1.302 -0.446  0.34
H -2.351 2.299 0.939  0.41
H -1.177 2.143 -0.346  0.29
H -2.082 -0.300 1.256  0.25
H 0.293 1.249 1.885  0.27
H -1.038 1.640 2.622  0.24
H 0.485 0.354 -0.141  0.43
H -0.855 -0.448 -0.918  0.34
H -0.507 -2.201 0.910  0.25
H 0.716 -1.383 1.348  0.30
O 4.600 -1.611 -3.864  -0.65
H 3.676 -1.896 -3.928  0.32
H 5.042 -2.151 -3.205  0.32

Cartesian forces (eV/Å) of the 2 atoms listed first:
0.23 -0.41 0.74
0.28 -0.22 -0.03

Strongest force on any atom list, top to bottom, in eV/A: 5.4, 1.1, 3.6, 1.3